# 1
Density functional theory data (ωB97M-V with the def2-TZVPD basis set) for a structure of composition C28H24FeN4O3PS at a distorted geometry.

The total energy comes out at -3529.2146 a.u. Its net charge is -1. Its multiplicity is 5. The value obtained for the LUMO energy (spin up / spin down) is 2.805 / 2.770 eV. As for the energy above the lowest of the compared OMol25 structures with the same formula, charge and spin: 41.9 kJ/mol. Its expectation value of S² is 6.068. For the HOMO-LUMO gap (spin up / spin down), the calculation gives 4.93 / 5.69 eV.

Last column: Mulliken charge in e.
Element x y z (Å)
H -3.8985 2.3111 0.1522  0.394
C -0.0501 -1.6418 -1.6452  0.944
H -0.4874 -4.9919 -3.5116  0.343
H 3.6887 -1.6344 0.6447  0.385
C -1.6559 4.9816 2.9911  -0.471
H -3.7982 1.1757 2.7717  0.234
C -3.6669 1.7712 -1.8853  -0.440
H 3.0132 -0.6593 -1.2103  0.616
H -2.4659 4.2384 3.1869  0.131
C -2.7241 1.3984 -2.8893  -0.825
C 3.7391 2.6726 -1.4477  -0.483
H -4.7299 1.9358 -2.1560  0.331
C 3.8635 -3.5153 1.7709  -0.884
C -1.8354 1.8160 -0.3613  1.283
N 1.9362 -2.0225 1.6421  -0.147
C -0.2852 -4.0410 -3.0267  -0.472
P 0.2188 -0.0859 -0.7482  2.320
C -1.4333 1.0820 -2.6111  -0.705
C -0.8563 -3.9161 -1.7947  -0.686
H -1.4083 -4.7800 -1.4038  0.356
C 1.6135 0.9321 -1.3596  0.506
N -0.5476 -1.5353 2.1434  0.827
C 1.2713 -2.9643 2.3906  1.002
H 0.9403 -0.9182 -3.4055  0.405
C -1.3692 2.2277 0.8400  -0.363
H 0.3468 2.7548 -1.4758  0.110
C -1.1429 1.0009 -1.2028  -0.113
O -1.9722 3.3208 1.3849  -0.242
C -2.2652 -0.1208 2.3633  0.140
H -0.7042 4.4208 2.9518  0.217
C 3.1712 -2.3671 1.2631  0.058
C 0.4915 -3.0372 -3.5521  -0.786
H 2.3124 4.2611 -1.5390  0.376
C -0.0275 -2.6115 2.6945  -0.887
Fe 0.8088 -0.4136 1.4023  -0.536
H 1.0325 -3.2749 -4.4829  0.320
H 4.9500 -3.6648 1.5998  0.339
H 3.5251 -5.4525 2.7932  0.337
C 1.7873 -4.1804 2.8694  -0.904
C 1.3541 2.3174 -1.5063  -0.887
H -4.1600 -0.5251 2.8379  0.283
H -1.1977 -2.5952 -0.0607  0.263
H -1.6627 5.8497 3.6410  0.347
C 3.9781 1.3109 -1.3856  -0.752
C 2.9157 0.4293 -1.3225  -0.329
C 3.1342 -4.4532 2.5398  -0.219
C -1.7021 4.5262 0.7261  0.736
C -3.2419 1.9369 -0.6117  -1.037
H 4.6414 3.2777 -1.5054  0.359
H 5.0210 0.9651 -1.3205  0.335
C -0.7754 -2.7063 -1.0684  -0.423
N -3.5460 0.2404 2.5407  -0.289
H -0.8003 0.6406 -3.3653  0.283
H -3.1581 1.2398 -3.9040  0.268
H -0.6222 -3.2588 3.3144  0.215
N -1.9166 -1.3425 2.0893  -1.148
S -0.6888 1.1416 2.0268  -0.257
O -1.7546 5.4591 1.6421  -0.382
C 0.5775 -1.7819 -2.9177  -0.419
O -1.3379 4.6104 -0.4428  -0.530
H 1.1110 -4.9185 3.3859  0.265
C 2.4450 3.1646 -1.4799  -0.714

***

# 2
Density functional theory data (ωB97M-V with the def2-TZVPD basis set) for an isolated molecule of C4H8N2.

The total energy comes out at -266.6378 a.u. Its net charge is 0. The value obtained for the LUMO energy is 1.066 eV. As for the energy above the lowest of the compared OMol25 structures with the same formula, charge and spin: 221.0 kJ/mol. For the HOMO-LUMO gap, the calculation gives 10.37 eV.

Last column: Mulliken charge in e.
Element x y z (Å)
H -0.4256 -1.7632 0.7424  0.250
C -0.6992 -1.6865 -0.3121  -0.561
H -0.0684 -0.4007 -2.0293  0.382
N 0.1793 0.7162 1.2235  -0.549
H 1.6936 2.1626 0.5821  0.267
H 1.6734 -0.1682 -0.1040  0.302
C 0.6981 0.3224 -0.0788  -0.067
H -1.9503 -0.1660 0.2072  0.327
N -1.6733 -0.6541 -0.6421  -0.629
H 0.8340 0.4932 1.9666  0.224
C -0.2673 -0.4278 -0.9573  -0.110
H -0.7240 -2.6250 -0.8546  0.280
H 0.0085 2.4563 -0.0694  0.227
C 0.7212 1.7408 0.3259  -0.344

***

# 3
Density functional theory data (ωB97M-V with the def2-TZVPD basis set) for a cluster of 6 separate species, C45H106BrFN8O7P in total.

The total energy comes out at -5757.7207 a.u. Its net charge is +1. The value obtained for the LUMO energy is -3.444 eV. For the HOMO-LUMO gap, the calculation gives 6.97 eV.

Last column: Mulliken charge in e.
Element x y z (Å)
C -0.9286 4.8638 -3.4500  -0.869
C -3.2999 -3.0361 4.8965  -1.075
H -0.7978 -5.5457 0.7827  -0.180
C -2.5408 -0.8464 8.3440  -0.829
H 1.3258 0.4353 -1.5149  -0.007
C -2.0836 -4.3673 -1.9022  -0.701
H -0.8307 -4.6430 5.6014  0.284
H 3.9915 3.1283 -5.3064  0.364
H -2.8325 -3.3917 1.1569  0.648
H -1.3558 1.8146 9.7858  0.344
N -0.3368 7.8168 -8.5598  -0.709
N -2.6284 3.3602 -0.4231  -0.692
C 2.1841 3.6670 -7.0258  -0.404
H -2.8255 6.0236 0.2557  0.402
F -1.8894 -7.0608 -0.9110  -0.260
C 1.6568 -5.9605 1.7477  -1.890
H -0.0437 -7.3030 1.6419  0.041
O -1.4390 -0.7169 7.4660  -0.150
H 0.0856 -0.8164 -3.9238  0.476
H -4.9303 -7.0420 4.6334  0.385
P -0.7692 -1.7893 -1.9307  0.108
H -3.1959 -4.9969 3.1694  -0.802
H -0.3193 -8.2375 5.1454  0.385
H -1.1805 4.3592 0.6705  0.460
H -0.6801 4.5514 -4.4643  0.235
H 0.6879 1.7656 8.2296  0.407
H -0.7091 -9.0863 3.6639  0.374
C 0.7731 -4.7525 2.0737  0.179
H 2.0006 9.5132 -6.6923  0.404
H 2.8571 -0.3997 -5.8021  0.281
H -1.5126 -2.0775 4.1643  0.779
O -0.7182 3.7490 -2.6011  -0.217
H 3.7480 6.5808 -6.7892  0.214
C -3.9090 -4.4237 5.1208  -0.680
H 0.8779 -3.1494 4.3920  0.113
H 3.2602 9.2248 0.8190  0.276
C -0.4169 -8.1084 4.0623  -1.244
H 2.5335 4.4243 -6.3174  0.120
C 0.4798 -1.5529 -3.2211  -1.470
H -1.6277 1.3387 7.3703  0.477
H -4.9024 -4.3122 5.5649  0.442
H 0.6659 -1.0808 8.8216  0.315
O 1.9213 7.4494 -6.7518  -0.080
H 0.2242 1.6161 10.5539  0.358
H 1.4427 -1.2148 -2.8502  0.467
H 1.9583 8.2837 -9.7437  0.286
H 2.1861 4.0973 -8.0264  0.269
H 1.3552 -3.8341 1.9649  0.926
H -2.8915 3.2419 -1.3975  0.378
H 1.5069 -8.0765 1.4282  0.604
H 4.5107 1.6096 -6.0496  0.438
H 0.1132 3.1691 -0.8744  -0.459
C -2.1905 5.7515 -0.5861  -1.531
H 1.1555 3.3948 -6.7752  0.237
H -1.1641 -6.0926 4.0119  -0.606
C -1.5754 4.3768 -0.3510  0.251
N 4.0273 8.5765 0.6747  -0.722
N -2.7159 -4.5558 -3.0235  0.181
H -0.4173 -7.8533 -2.0686  0.444
C 3.2079 7.3574 -7.3307  -0.833
C -0.5605 -4.6243 1.3138  0.453
C 4.9301 6.3786 1.1924  -1.412
H 3.7617 8.2968 -7.2403  0.391
C 0.8429 0.2182 -0.5634  -1.224
H -2.8161 5.7583 -1.4793  0.329
H -2.5643 -2.2104 -0.1164  0.320
H 3.1281 4.6449 -0.8596  0.285
C -4.0678 -6.7639 4.0206  -1.347
H 2.5351 -5.8816 2.3972  0.638
C 2.7348 1.4150 -4.8605  0.436
N 2.1306 0.2432 -5.5013  -0.509
H 0.1972 6.9531 -8.5295  0.272
H 3.1660 7.0742 -8.3854  0.259
H 1.2463 -3.4748 6.0911  0.424
C 3.2269 5.5629 -1.4504  -0.608
C -0.4981 1.1474 9.8874  -1.416
H -0.2795 5.6996 -3.1706  0.389
C 1.4867 9.2001 -9.3871  -1.428
C -1.8249 -3.0740 4.4967  0.140
H -4.9424 -4.9409 3.3111  0.532
H -1.4204 6.5164 -0.6999  0.307
H 0.7584 1.1659 -0.0282  0.440
C -0.3866 4.0631 -1.2633  0.534
H 1.5842 7.2341 0.8074  0.344
H -2.2316 -1.1002 9.3604  0.257
H 5.4067 6.3949 0.2117  0.289
H 0.9203 9.6164 -10.2187  0.349
C -0.7906 -3.3854 0.4247  0.687
H -0.9626 -0.6695 0.2120  0.584
H -0.0713 9.8093 -8.0685  0.396
H 0.5419 -1.9245 5.6285  0.311
O -2.9955 -2.6544 -4.7833  -0.440
C 2.4612 6.6354 0.5490  -0.581
C 0.9844 -7.3167 2.0154  -0.181
H -3.8752 -2.5115 4.1247  0.431
H -3.3882 -2.4569 5.8198  0.032
H -2.9373 -8.4365 4.7584  0.484
H -1.3414 -4.5397 2.0746  -1.075
N -2.8547 -4.1578 -0.7730  -0.210
H 4.6900 5.3430 1.4418  0.336
H -1.8073 -7.1094 2.7345  -0.013
H -0.3048 0.5936 6.4627  0.313
C -0.0813 -5.7692 -1.8163  -0.239
H 1.6859 0.5459 -6.3644  0.292
H -1.0554 7.7145 -7.8507  0.268
C 0.5561 8.9235 -8.2114  0.402
H -1.1303 -5.1826 -4.2509  0.271
H 3.3854 1.0466 -4.0588  0.390
H -1.2318 0.3786 -1.1468  0.475
H -1.2646 -3.2201 6.5754  0.431
H -1.9675 5.2014 -3.4369  0.273
H -2.7637 -5.2233 -4.9895  0.421
C -2.0868 -4.6737 -4.3358  -0.294
H -3.1670 -1.6546 7.9659  0.268
H -3.1330 0.0734 8.3736  0.390
C -0.8465 0.5678 7.4124  -0.877
H 0.4371 -5.8700 -0.8675  -0.244
C -2.3040 -3.2138 0.2200  -1.726
H -2.6264 -6.9416 5.6250  0.356
C -2.7963 -7.3590 4.6275  -1.038
O 2.4976 6.6217 -0.8661  -0.396
Br 1.7658 -3.4245 -0.9698  -0.039
H -0.8326 0.2281 10.3689  0.293
H -1.6317 -6.8803 -2.8954  0.254
H 1.9798 3.1986 -3.8533  0.058
C -1.5372 -7.1020 3.7980  1.612
C -0.8806 -3.5486 5.6064  -0.207
C -0.5488 -0.3859 -0.7584  -0.328
H 3.4094 7.4120 2.2681  0.438
C 1.6241 2.2296 -4.2079  -0.637
C -1.0145 -6.9437 -1.9968  -0.525
C 0.1512 0.8621 8.5375  0.329
H 4.2874 5.7985 -1.5659  0.345
H -2.2596 2.4607 -0.1303  0.181
H -3.3013 -4.9584 5.8571  0.238
O 3.0421 2.5414 -7.0438  -0.458
H 2.2938 5.6164 0.9275  0.358
H -0.4095 -2.5224 0.9769  1.243
C 3.6355 2.2162 -5.8050  -0.936
H 0.5381 8.7325 -6.0769  0.296
C -0.1855 -3.3317 -0.9950  -0.898
H -4.2151 -7.2113 3.0299  0.409
N 1.1493 -0.1954 8.7013  -0.700
H 1.2169 1.6921 -3.3514  -0.087
H -1.6893 -3.7351 3.6303  -0.433
H 5.6609 6.7444 1.9119  0.349
C -4.0289 -5.2437 3.8363  0.849
H -3.1326 -5.0452 -0.3655  0.406
H 2.8003 5.3916 -2.4398  0.104
O -1.7739 -3.4119 -4.8332  -0.144
H 4.1248 8.4953 -0.3331  0.307
H 1.3544 -6.8743 4.1020  0.394
H 2.0432 -5.9227 0.7258  0.393
H 1.6927 -0.2983 7.8504  0.263
C 1.2802 8.7059 -6.8787  -0.825
H 0.6777 -5.8535 -2.6000  0.572
H -3.7246 -4.4766 -2.9876  0.326
H 1.4932 -0.4400 0.0145  0.297
H 0.7952 2.4050 -4.8936  0.125
H 0.5907 -2.4901 -3.7689  0.552
H 2.2720 9.9083 -9.1170  0.349
H 0.5360 -4.8224 3.1387  -0.599
C 3.6878 7.2631 1.2196  0.252
H 1.6397 -8.5462 3.6675  0.353
C 0.9591 -7.7067 3.5077  -1.078
C 0.5306 -2.9973 5.4195  -1.445
N -0.6900 -4.3995 -1.9002  0.939
H -2.7189 -1.9320 -4.1918  0.448
H 0.3447 4.8835 -1.2475  0.117